No. 1
{"formula": "C41H28F5N2O3RuSeSi", "method": "ωB97M-V/def2-TZVPD", "orbital_gap_ev": [5.9, 6.8], "homo_energy_ev": [-7.2, -8.4], "largest_force_ev_per_a": 0.33, "e_lumo_ev": [-1.3142, -1.5826], "spin_multiplicity": 6, "e_tot_ha": -5199.4173, "species": ["Ru", "C", "O", "C", "C", "C", "C", "C", "C", "N", "N", "C", "C", "O", "C", "C", "C", "C", "C", "C", "C", "C", "H", "H", "H", "H", "H", "H", "H", "H", "H", "H", "H", "H", "H", "F", "C", "C", "F", "C", "F", "C", "Se", "C", "F", "C", "F", "O", "Si", "C", "C", "C", "C", "C", "C", "C", "C", "C", "C", "C", "C", "C", "C", "C", "C", "C", "C", "H", "H", "H", "H", "H", "H", "H", "H", "H", "H", "H", "H", "H", "H", "H"], "xyz": [[0.410, 0.388, 0.048], [-1.035, -0.838, 2.654], [-0.960, -0.863, 1.216], [-1.224, -2.051, 0.571], [-1.890, -3.110, 1.169], [-2.132, -4.257, 0.427], [-1.714, -4.346, -0.892], [-1.043, -3.290, -1.484], [-0.790, -2.137, -0.754], [-0.066, -1.023, -1.286], [0.251, -1.138, -2.511], [0.941, -0.194, -3.180], [1.358, 1.050, -2.645], [1.181, 1.407, -1.419], [2.011, 2.000, -3.500], [2.261, 1.701, -4.792], [1.881, 0.447, -5.370], [2.161, 0.162, -6.717], [1.796, -1.041, -7.266], [1.138, -1.989, -6.472], [0.855, -1.728, -5.153], [1.221, -0.504, -4.574], [-0.409, -1.634, 3.060], [-2.076, -0.948, 2.956], [-0.647, 0.131, 2.952], [-2.217, -3.047, 2.195], [-2.646, -5.087, 0.891], [-1.902, -5.244, -1.461], [-0.698, -3.350, -2.503], [2.308, 2.936, -3.054], [2.771, 2.420, -5.421], [2.673, 0.907, -7.312], [2.015, -1.260, -8.301], [0.851, -2.940, -6.900], [0.350, -2.468, -4.551], [5.487, -0.288, -2.446], [5.297, -0.100, -1.142], [5.629, -1.011, -0.155], [6.225, -2.178, -0.359], [5.124, -0.554, 1.153], [5.991, -0.665, 2.205], [3.681, -0.378, 1.381], [2.237, -1.383, 0.882], [4.424, 0.780, 0.845], [4.659, 1.870, 1.633], [4.618, 0.977, -0.599], [4.157, 2.015, -1.291], [0.488, 1.655, 1.407], [0.682, 2.817, 2.550], [-0.861, 3.872, 2.505], [-2.003, 3.467, 1.819], [-3.148, 4.250, 1.803], [-3.168, 5.458, 2.481], [-2.041, 5.881, 3.169], [-0.900, 5.096, 3.176], [2.200, 3.821, 2.171], [3.062, 4.264, 3.170], [4.179, 5.025, 2.863], [4.455, 5.346, 1.544], [3.611, 4.908, 0.533], [2.492, 4.158, 0.848], [0.852, 1.974, 4.209], [-0.010, 2.203, 5.279], [0.145, 1.523, 6.480], [1.165, 0.596, 6.623], [2.033, 0.353, 5.568], [1.878, 1.038, 4.375], [-1.994, 2.525, 1.282], [-4.023, 3.919, 1.258], [-4.059, 6.072, 2.470], [-2.050, 6.827, 3.695], [-0.021, 5.449, 3.704], [2.871, 3.995, 4.202], [4.842, 5.355, 3.652], [5.332, 5.931, 1.301], [3.833, 5.147, -0.498], [1.847, 3.809, 0.049], [-0.818, 2.917, 5.176], [-0.531, 1.717, 7.302], [1.286, 0.065, 7.558], [2.833, -0.368, 5.674], [2.566, 0.839, 3.561]], "forces_ev_per_angstrom": [[0.06, -0.05, -0.09], [0.08, 0.02, 0.06], [-0.13, -0.03, -0.06], [0.00, -0.12, -0.11], [0.07, 0.09, -0.13], [0.00, 0.01, 0.04], [0.01, 0.03, -0.01], [-0.05, -0.01, 0.10], [-0.04, -0.01, 0.12], [-0.04, -0.19, -0.21], [0.05, 0.16, 0.04], [-0.05, -0.08, 0.06], [0.04, 0.16, 0.02], [0.06, 0.01, -0.07], [-0.06, -0.15, -0.04], [-0.01, 0.02, 0.10], [0.00, -0.02, -0.01], [-0.03, -0.08, 0.00], [0.02, 0.05, 0.02], [0.00, -0.02, -0.01], [0.01, 0.00, -0.05], [0.02, 0.02, -0.03], [-0.04, 0.04, 0.02], [0.03, 0.01, 0.04], [-0.05, -0.08, 0.02], [-0.01, 0.00, 0.04], [-0.01, -0.01, 0.00], [-0.01, -0.04, -0.02], [0.01, 0.01, -0.03], [0.01, 0.04, 0.02], [0.01, 0.03, -0.02], [0.02, 0.02, -0.02], [0.01, 0.00, -0.03], [0.00, -0.02, -0.01], [-0.01, -0.02, 0.02], [0.01, -0.02, -0.01], [-0.05, 0.01, 0.06], [0.01, 0.08, -0.03], [-0.02, -0.01, -0.01], [-0.01, 0.00, 0.03], [0.01, 0.01, 0.04], [0.03, 0.03, -0.24], [-0.01, 0.02, 0.11], [0.02, -0.01, 0.03], [-0.02, 0.00, 0.09], [0.00, -0.07, -0.07], [0.02, -0.02, 0.02], [0.06, 0.21, 0.25], [-0.05, -0.06, -0.05], [0.07, 0.02, 0.05], [-0.02, -0.07, -0.01], [-0.02, -0.01, -0.01], [-0.04, 0.02, 0.00], [-0.04, 0.06, 0.02], [0.06, 0.00, 0.01], [-0.04, -0.01, -0.05], [-0.01, -0.02, 0.07], [0.04, 0.02, 0.01], [0.04, 0.03, -0.02], [0.03, 0.03, 0.00], [-0.07, -0.05, -0.06], [0.05, 0.03, -0.06], [-0.09, 0.05, -0.02], [-0.04, -0.01, 0.05], [0.02, -0.03, 0.04], [0.02, -0.03, 0.03], [0.04, 0.00, -0.03], [0.00, -0.03, -0.03], [-0.02, -0.01, -0.01], [-0.02, 0.02, 0.00], [0.00, 0.02, 0.01], [0.05, 0.02, 0.03], [-0.01, -0.01, 0.07], [0.02, 0.01, 0.02], [0.02, 0.01, 0.00], [0.00, 0.00, -0.04], [-0.03, -0.02, -0.03], [-0.03, 0.04, -0.01], [-0.02, 0.01, 0.02], [0.00, -0.01, 0.02], [0.02, -0.02, 0.00], [0.05, -0.01, -0.07]]}

---

No. 2
{"formula": "C41H28F6HgIN4O7PS4", "method": "ωB97M-V/def2-TZVPD", "orbital_gap_ev": [4.3, 6.8], "de_lowest_kj_mol": 26.6, "homo_energy_ev": [-2.6, -5.1], "largest_force_ev_per_a": 0.53, "e_lumo_ev": [1.7239, 1.7237], "charge": -1, "spin_multiplicity": 2, "e_tot_ha": -5309.3897, "species": ["Hg", "F", "C", "F", "F", "S", "O", "O", "N", "S", "O", "O", "C", "F", "F", "F", "I", "C", "C", "C", "C", "C", "C", "C", "C", "C", "P", "C", "C", "C", "C", "C", "C", "C", "C", "C", "C", "C", "C", "C", "H", "H", "H", "H", "H", "H", "H", "H", "H", "H", "H", "H", "H", "H", "H", "H", "O", "C", "N", "S", "O", "O", "C", "C", "C", "C", "C", "C", "H", "H", "H", "H", "S", "C", "C", "C", "N", "C", "C", "C", "C", "C", "N", "C", "C", "H", "H", "H", "H", "H", "H", "H", "H"], "xyz": [[1.109, 0.556, -0.404], [1.907, -2.253, 3.657], [1.930, -1.089, 4.317], [2.841, -1.179, 5.283], [0.730, -0.917, 4.883], [2.282, 0.340, 3.206], [1.197, 0.303, 2.242], [2.326, 1.442, 4.114], [3.655, -0.134, 2.668], [4.401, 0.020, 1.312], [5.540, 0.880, 1.336], [3.545, 0.044, 0.142], [5.148, -1.664, 1.241], [4.217, -2.627, 1.300], [6.008, -1.865, 2.240], [5.810, -1.815, 0.086], [0.776, 0.016, -3.522], [-0.827, 1.326, -3.892], [-0.586, 2.230, -4.917], [-1.640, 3.004, -5.380], [-2.903, 2.808, -4.867], [-3.146, 1.895, -3.824], [-4.475, 1.618, -3.407], [-4.719, 0.625, -2.463], [-3.680, 0.051, -1.768], [-2.309, 0.422, -2.010], [-1.372, 0.510, -0.520], [-1.811, -0.998, 0.418], [-1.910, -0.970, 1.807], [-2.116, -2.147, 2.516], [-2.231, -3.357, 1.845], [-2.132, -3.390, 0.460], [-1.916, -2.218, -0.250], [-1.932, 1.874, 0.565], [-1.009, 2.653, 1.257], [-1.429, 3.699, 2.065], [-2.781, 3.984, 2.180], [-3.710, 3.218, 1.487], [-3.291, 2.169, 0.683], [-2.044, 1.198, -3.218], [0.404, 2.329, -5.336], [-1.471, 3.729, -6.166], [-3.748, 3.356, -5.269], [-5.289, 2.127, -3.907], [-5.737, 0.322, -2.243], [-3.909, -0.656, -0.980], [-1.809, -0.032, 2.339], [-2.187, -2.114, 3.597], [-2.400, -4.272, 2.399], [-2.224, -4.332, -0.068], [-1.839, -2.232, -1.331], [0.051, 2.439, 1.186], [-0.695, 4.286, 2.602], [-3.112, 4.803, 2.806], [-4.767, 3.441, 1.567], [-4.017, 1.590, 0.129], [3.019, 2.704, 1.439], [2.542, 3.253, 0.469], [2.020, 2.630, -0.641], [1.312, 3.669, -1.674], [1.983, 3.703, -2.944], [-0.113, 3.458, -1.682], [1.707, 5.127, -0.752], [1.404, 6.446, -1.022], [1.825, 7.394, -0.097], [2.521, 7.018, 1.050], [2.812, 5.684, 1.302], [2.395, 4.744, 0.376], [0.856, 6.725, -1.911], [1.603, 8.440, -0.267], [2.832, 7.779, 1.755], [3.341, 5.365, 2.191], [2.208, -6.347, 0.062], [1.999, -4.579, -0.074], [1.316, -3.873, 0.899], [1.120, -2.516, 0.714], [1.586, -1.862, -0.347], [2.293, -2.533, -1.252], [2.518, -3.895, -1.165], [0.472, -6.768, 0.038], [-0.174, -7.191, 1.190], [-1.528, -7.492, 1.117], [-2.245, -7.400, 0.001], [-1.610, -7.000, -1.099], [-0.262, -6.679, -1.136], [0.922, -4.359, 1.781], [0.566, -1.932, 1.434], [2.684, -1.959, -2.084], [3.073, -4.413, -1.935], [0.363, -7.282, 2.124], [-2.060, -7.820, 2.003], [-2.210, -6.930, -2.000], [0.205, -6.355, -2.056]], "forces_ev_per_angstrom": [[-0.14, 0.25, -0.27], [0.01, -0.01, -0.05], [-0.04, -0.03, -0.01], [0.01, -0.01, 0.03], [0.00, 0.01, -0.01], [-0.19, 0.17, 0.14], [0.02, -0.07, -0.10], [0.00, -0.04, -0.11], [0.29, 0.02, 0.17], [0.05, -0.07, -0.31], [-0.15, 0.01, 0.07], [0.18, 0.07, 0.13], [0.06, -0.25, -0.02], [-0.02, 0.10, 0.02], [-0.04, 0.07, -0.02], [-0.05, 0.09, 0.05], [0.02, -0.07, 0.00], [0.06, -0.05, 0.11], [-0.01, 0.04, -0.01], [0.08, 0.03, -0.05], [-0.07, -0.01, 0.02], [0.02, 0.00, 0.00], [-0.01, 0.02, -0.04], [-0.01, -0.03, 0.05], [0.02, 0.01, -0.06], [-0.10, -0.07, 0.04], [-0.01, -0.06, 0.02], [0.02, 0.04, 0.07], [0.01, -0.02, -0.03], [0.01, 0.02, 0.01], [0.01, -0.02, 0.01], [-0.02, 0.04, -0.02], [-0.03, 0.02, -0.02], [-0.01, 0.02, 0.02], [-0.02, -0.08, 0.05], [0.01, -0.01, 0.00], [-0.02, 0.00, -0.01], [0.00, 0.01, 0.01], [0.02, 0.02, -0.03], [0.01, 0.08, 0.06], [0.00, 0.00, -0.01], [0.00, 0.00, 0.00], [0.00, 0.00, 0.00], [0.00, 0.00, 0.00], [0.00, 0.00, 0.00], [0.01, -0.02, 0.02], [0.00, 0.00, 0.00], [0.01, 0.00, -0.01], [0.00, -0.01, 0.00], [0.01, -0.01, 0.00], [0.01, -0.01, 0.00], [-0.04, 0.01, 0.03], [0.00, 0.00, 0.00], [0.00, 0.00, 0.00], [0.00, 0.00, 0.00], [0.00, 0.00, 0.00], [0.04, -0.16, 0.08], [-0.10, 0.02, -0.27], [0.25, -0.09, 0.46], [-0.08, 0.10, -0.14], [0.02, -0.02, -0.03], [-0.04, -0.01, -0.03], [-0.03, -0.06, -0.02], [0.00, 0.05, -0.03], [0.00, -0.02, 0.00], [0.00, -0.03, -0.01], [0.03, 0.02, 0.02], [-0.01, 0.01, 0.03], [0.00, 0.00, 0.00], [0.00, 0.00, -0.01], [0.00, 0.00, 0.00], [0.00, 0.00, 0.00], [-0.09, 0.06, 0.01], [0.06, -0.04, -0.02], [-0.01, -0.03, -0.02], [-0.04, -0.03, -0.02], [0.00, 0.03, 0.03], [-0.01, 0.00, -0.03], [0.00, -0.01, -0.01], [0.05, -0.05, 0.05], [0.04, -0.03, 0.00], [-0.03, -0.01, -0.03], [0.00, -0.01, 0.03], [0.04, 0.03, -0.01], [-0.06, 0.03, -0.01], [-0.02, 0.00, 0.00], [0.01, 0.00, 0.05], [0.02, 0.01, 0.01], [0.00, 0.01, -0.01], [0.00, 0.02, 0.00], [0.00, 0.00, 0.00], [0.00, 0.00, 0.00], [0.00, 0.00, 0.00]]}

---

No. 3
{"formula": "C41H28O6P2Pt", "method": "ωB97M-V/def2-TZVPD", "orbital_gap_ev": [4.8, 4.9], "homo_energy_ev": [-7.1, -7.1], "largest_force_ev_per_a": 1.32, "e_lumo_ev": [-2.2243, -2.2323], "e_tot_ha": -2832.5892, "species": ["Pt", "O", "C", "C", "O", "C", "C", "O", "C", "O", "O", "O", "C", "C", "C", "C", "C", "C", "P", "C", "C", "C", "C", "C", "C", "C", "C", "C", "C", "C", "C", "C", "C", "C", "C", "C", "C", "P", "C", "C", "C", "C", "C", "C", "C", "C", "C", "C", "C", "C", "H", "H", "H", "H", "H", "H", "H", "H", "H", "H", "H", "H", "H", "H", "H", "H", "H", "H", "H", "H", "H", "H", "H", "H", "H", "H", "H", "H"], "xyz": [[1.019, -0.121, -0.500], [3.112, -4.925, -4.134], [2.747, -4.000, -3.447], [3.557, -2.798, -3.013], [4.715, -2.600, -3.326], [2.657, -1.976, -2.190], [1.359, -2.606, -2.112], [0.385, -2.132, -1.482], [1.359, -3.867, -2.867], [0.455, -4.666, -3.008], [2.904, -0.884, -1.621], [0.151, 2.216, 1.239], [-0.184, 1.911, 2.529], [-0.792, 2.772, 3.437], [-1.043, 2.354, 4.732], [-0.719, 1.074, 5.146], [-0.158, 0.198, 4.236], [0.112, 0.602, 2.935], [0.776, -0.615, 1.749], [-0.376, -2.006, 1.855], [-1.701, -1.872, 2.256], [-2.571, -2.940, 2.118], [-2.131, -4.131, 1.564], [-0.805, -4.277, 1.181], [0.067, -3.218, 1.322], [2.290, -1.171, 2.595], [3.413, -0.378, 2.366], [4.632, -0.720, 2.915], [4.743, -1.872, 3.678], [3.629, -2.662, 3.911], [2.398, -2.314, 3.380], [-0.379, 3.277, 0.544], [-0.401, 4.587, 1.003], [-1.046, 5.564, 0.262], [-1.633, 5.258, -0.954], [-1.498, 3.983, -1.471], [-0.865, 2.989, -0.738], [-0.488, 1.356, -1.464], [-2.054, 0.459, -1.514], [-3.090, 0.727, -0.628], [-4.166, -0.139, -0.553], [-4.202, -1.273, -1.349], [-3.187, -1.524, -2.261], [-2.112, -0.664, -2.339], [-0.139, 1.817, -3.190], [-1.092, 1.821, -4.203], [-0.716, 2.146, -5.496], [0.600, 2.476, -5.779], [1.548, 2.492, -4.767], [1.181, 2.153, -3.479], [-1.104, 3.759, 3.142], [-1.492, 3.049, 5.423], [-0.919, 0.760, 6.157], [0.076, -0.818, 4.518], [-2.050, -0.935, 2.664], [-3.602, -2.840, 2.427], [-2.820, -4.949, 1.418], [-0.463, -5.206, 0.747], [1.098, -3.304, 1.003], [3.310, 0.494, 1.728], [5.503, -0.107, 2.731], [5.702, -2.160, 4.079], [3.724, -3.563, 4.499], [1.533, -2.937, 3.555], [0.106, 4.857, 1.916], [-1.084, 6.572, 0.642], [-2.168, 6.017, -1.503], [-1.882, 3.743, -2.451], [-3.043, 1.605, 0.002], [-4.972, 0.058, 0.140], [-5.023, -1.968, -1.263], [-3.220, -2.405, -2.886], [-1.294, -0.861, -3.018], [-2.114, 1.548, -3.982], [-1.449, 2.131, -6.289], [0.892, 2.711, -6.791], [2.574, 2.746, -4.991], [1.916, 2.119, -2.681]], "forces_ev_per_angstrom": [[0.95, -0.62, -0.66], [0.01, 0.65, 0.39], [0.11, -1.07, -0.69], [1.15, 0.11, -0.38], [-0.59, 0.06, 0.27], [-0.96, -0.66, -0.11], [0.74, 0.04, -0.21], [0.06, 0.58, 0.22], [-0.64, -0.60, -0.04], [0.31, 0.42, 0.10], [-0.71, 0.79, 0.73], [0.04, 0.64, 0.28], [-0.17, -0.29, 0.32], [-0.08, 0.18, -0.20], [0.04, -0.07, -0.06], [0.00, -0.09, 0.06], [0.06, 0.19, -0.04], [0.09, 0.09, -0.61], [-0.59, 0.56, -0.23], [0.05, -0.09, -0.13], [0.17, 0.10, -0.01], [-0.12, -0.11, -0.06], [0.00, -0.02, 0.04], [0.01, -0.07, -0.07], [0.02, 0.13, 0.10], [0.12, 0.15, -0.47], [-0.12, 0.03, -0.08], [0.11, 0.02, 0.03], [-0.02, 0.01, 0.00], [0.05, -0.04, 0.09], [-0.15, 0.07, -0.09], [-0.32, 0.07, -0.26], [0.15, -0.02, 0.11], [0.05, -0.11, -0.02], [-0.07, 0.05, -0.03], [0.05, -0.05, 0.09], [0.34, -0.42, 0.43], [-0.24, -0.14, 0.72], [-0.01, -0.07, -0.05], [0.18, 0.10, -0.08], [-0.13, -0.15, 0.07], [-0.07, 0.03, -0.03], [-0.04, -0.09, 0.02], [0.06, 0.17, 0.02], [0.36, -0.28, 0.17], [-0.01, -0.08, 0.14], [-0.05, 0.04, -0.07], [0.01, 0.02, 0.02], [0.07, 0.04, -0.07], [-0.01, -0.07, 0.13], [0.05, 0.04, 0.01], [-0.10, 0.07, 0.08], [-0.01, -0.05, 0.12], [0.02, -0.11, 0.11], [-0.07, 0.06, 0.01], [-0.05, 0.04, 0.01], [-0.07, -0.08, 0.05], [0.02, -0.02, -0.03], [0.00, -0.11, -0.09], [0.12, 0.01, -0.01], [0.04, 0.05, -0.03], [0.09, -0.03, 0.07], [-0.02, -0.05, 0.06], [-0.02, -0.06, 0.01], [-0.01, -0.03, 0.10], [0.01, 0.15, 0.05], [0.00, 0.07, -0.10], [-0.04, 0.05, -0.13], [-0.04, 0.05, 0.08], [-0.04, 0.03, 0.05], [-0.13, -0.04, 0.00], [0.01, -0.04, -0.02], [-0.01, -0.14, -0.02], [-0.07, -0.02, -0.03], [-0.07, 0.00, -0.04], [0.01, 0.04, -0.10], [0.06, 0.00, 0.01], [0.07, 0.01, -0.06]]}

---

> Which formula does entry 1 have?

C41H28F5N2O3RuSeSi